Molecular formula: C3H9N3
Method: DFT, ωB97M-V/def2-TZVPD

Bonds (Å) are listed after each position.
Element x y z (Å)
1 N -0.80 0.71 -0.30  C4 1.449, C5 1.545, H14 1.029
2 N -0.48 -1.61 1.28  C6 1.326, H7 1.015, H13 1.078
3 N 1.07 -2.54 -0.03  C6 1.267, H12 1.014
4 C 0.37 -0.12 -0.46  N1 1.449, C6 1.578, H10 1.063, H15 1.151
5 C -0.27 2.16 -0.23  N1 1.545, H8 1.134, H9 1.103, H11 1.253
6 C 0.30 -1.55 0.21  N2 1.326, N3 1.267, C4 1.578
7 H -0.68 -2.40 1.88  N2 1.015
8 H -1.08 2.91 0.05  C5 1.134
9 H 0.00 2.57 -1.22  C5 1.103
10 H 0.61 -0.22 -1.49  C4 1.063
11 H 0.68 2.09 0.59  C5 1.253
12 H 1.70 -2.24 -0.76  N3 1.014
13 H -1.09 -0.73 1.37  N2 1.078
14 H -1.49 0.51 -1.04  N1 1.029
15 H 1.16 0.46 0.15  C4 1.151

Summary:
F_max = 5.0 eV/Å
DFT total energy = -283.919748 Eh
HOMO-LUMO gap = 9.58 eV
Energy above the lowest of the compared OMol25 structures with the same formula, charge and spin = 39.76 kcal per mole
E_LUMO = 0.896 eV
Structure (SMILES) = [H]/N=C(/N)CNC